[1]
{"formula": "C30H54F2O24", "method": "ωB97M-V with the def2-TZVPD basis set", "smiles": "O=C1OC[C@@H](F)O1.O=C1OC[C@@H](F)O1.CCOC(=O)OC.CCOC(=O)OC.CCOC(=O)OC.CCOC(=O)OC.CCOC(=O)OC.CCOC(=O)OC", "de_lowest_ev": 0.5350, "species": ["O", "O", "O", "O", "H", "H", "H", "O", "O", "H", "C", "O", "H", "O", "C", "H", "C", "C", "H", "H", "H", "H", "H", "C", "H", "O", "H", "H", "H", "H", "H", "C", "H", "H", "C", "O", "H", "C", "O", "H", "O", "H", "H", "F", "H", "H", "H", "C", "H", "C", "C", "H", "H", "C", "O", "C", "H", "H", "H", "H", "C", "H", "H", "C", "C", "H", "H", "C", "O", "H", "H", "H", "H", "C", "C", "C", "C", "H", "C", "C", "O", "H", "O", "O", "H", "C", "O", "H", "O", "C", "H", "O", "H", "H", "H", "H", "O", "C", "C", "H", "C", "H", "O", "C", "H", "H", "O", "F", "O", "C"], "positions_angstrom": [[-5.483, -21.321, 16.935], [-5.772, -19.531, 15.569], [-5.628, -15.185, 18.291], [0.806, -18.003, 18.272], [-7.104, -18.977, 17.075], [9.363, -15.300, 17.436], [0.776, -15.039, 15.403], [-2.495, -11.014, 16.581], [-7.337, -16.069, 17.148], [8.156, -14.333, 16.632], [-2.722, -21.038, 16.240], [-3.316, -24.183, 19.937], [-1.543, -9.097, 18.471], [-3.505, -16.237, 14.283], [0.843, -20.505, 9.255], [-7.644, -20.181, 16.021], [-3.348, -25.474, 19.333], [-5.064, -20.475, 16.176], [-0.175, -13.860, 16.070], [-4.092, -12.474, 14.586], [-0.088, -14.858, 13.196], [8.296, -16.027, 16.321], [-0.015, -20.409, 8.591], [8.319, -15.293, 17.127], [-5.513, -21.115, 19.284], [-1.090, -11.184, 18.241], [-3.356, -19.553, 20.834], [1.077, -18.549, 10.118], [-3.239, -25.376, 18.254], [-5.329, -20.963, 21.043], [-8.226, -16.004, 19.089], [-1.025, -9.824, 17.841], [-3.122, -17.666, 18.147], [0.952, -21.566, 9.484], [-4.564, -16.950, 13.614], [-0.692, -19.446, 10.657], [-1.278, -22.379, 15.320], [3.412, -16.165, 20.237], [-2.472, -19.460, 11.934], [-5.835, -12.568, 14.455], [-2.226, -16.116, 12.416], [-8.987, -16.930, 17.924], [1.141, -13.417, 14.892], [-2.911, -16.175, 19.815], [1.206, -19.850, 11.329], [-4.625, -18.931, 19.790], [-2.141, -8.989, 16.198], [-1.288, -19.304, 11.844], [4.192, -16.301, 20.985], [-2.310, -22.067, 15.179], [-0.727, -19.048, 14.144], [1.722, -20.283, 8.643], [-5.355, -12.910, 16.674], [0.314, -14.086, 15.118], [-5.233, -23.556, 18.944], [0.707, -19.533, 10.411], [-5.323, -16.232, 13.306], [0.010, -9.489, 17.880], [3.452, -15.828, 18.063], [-4.308, -25.946, 19.549], [-0.635, -14.302, 13.963], [4.111, -17.324, 18.598], [-1.452, -18.298, 14.472], [6.182, -15.825, 17.827], [-2.396, -16.971, 17.725], [-2.843, -16.376, 16.927], [-1.932, -20.333, 16.496], [-7.984, -16.678, 18.267], [-2.568, -12.850, 17.859], [-4.865, -17.697, 14.341], [-0.991, -13.370, 13.515], [-2.516, -21.603, 14.215], [2.693, -16.980, 20.312], [-0.296, -17.565, 18.322], [-1.616, -9.915, 16.430], [-4.934, -13.169, 14.591], [-1.920, -16.113, 18.851], [-4.312, -17.507, 12.711], [-3.951, -19.780, 19.955], [4.060, -16.265, 18.855], [5.851, -16.102, 16.709], [-2.979, -22.918, 15.311], [-1.780, -15.020, 14.365], [5.387, -15.734, 18.884], [-1.771, -15.061, 18.604], [-6.276, -15.284, 17.282], [-1.183, -17.540, 17.243], [0.149, -18.726, 14.714], [-0.784, -16.821, 19.312], [-4.790, -21.042, 20.094], [2.846, -15.254, 20.425], [-3.827, -20.251, 15.784], [-4.045, -14.082, 16.285], [-4.765, -13.926, 13.830], [-0.931, -20.048, 14.516], [-7.453, -18.459, 15.350], [-0.422, -18.930, 12.786], [-7.099, -19.235, 16.017], [-2.458, -15.858, 13.556], [-3.448, -19.782, 18.984], [-4.306, -23.322, 19.668], [-2.560, -26.003, 19.861], [-6.053, -14.688, 16.123], [-5.027, -13.705, 15.999], [-7.367, -17.535, 18.515], [-2.954, -21.545, 17.178], [7.398, -15.410, 18.194], [-0.633, -10.109, 15.522], [-3.918, -22.155, 20.182], [-2.091, -11.792, 17.593]], "lowdin_charge": [0.131, -0.022, 0.134, 0.170, 0.071, 0.090, 0.078, 0.137, -0.018, 0.097, -0.205, -0.020, 0.140, -0.027, -0.068, 0.101, -0.037, -0.593, 0.067, 0.076, 0.128, 0.093, 0.081, -0.066, 0.102, 0.091, 0.087, 0.125, 0.096, 0.127, 0.100, -0.054, 0.123, 0.074, 0.000, 0.024, 0.083, -0.054, 0.144, 0.084, 0.161, 0.098, 0.082, 0.047, 0.123, 0.077, 0.168, -0.591, 0.079, -0.048, -0.033, 0.074, 0.133, -0.054, 0.136, -0.206, 0.094, 0.142, 0.122, 0.095, -0.221, 0.125, 0.092, -0.613, -0.066, 0.132, 0.107, -0.034, 0.173, 0.080, 0.127, 0.075, 0.068, -0.528, -0.293, -0.041, -0.269, 0.092, -0.053, -0.207, 0.133, 0.081, 0.009, 0.036, 0.156, -0.611, 0.045, 0.104, 0.151, -0.218, 0.072, 0.038, 0.100, 0.068, 0.071, 0.103, -0.002, -0.008, -0.611, 0.059, -0.598, 0.094, 0.042, -0.218, 0.078, 0.114, 0.017, 0.080, 0.039, -0.559]}

=====

[2]
{"formula": "C30H54IN11O2", "method": "ωB97M-V with the def2-TZVPD basis set", "smiles": "CCOCCCCC[C@@](C)(N)CO[C@H](I)CN.CC#N.CC#N.CC#N.CC#N.CC#N.CC#N.CC#N.CC#N.CC#N", "species": ["C", "C", "H", "H", "I", "H", "H", "C", "C", "C", "O", "H", "H", "H", "C", "H", "H", "H", "C", "H", "C", "H", "H", "H", "H", "N", "H", "C", "H", "C", "H", "H", "H", "C", "N", "H", "H", "C", "N", "N", "N", "H", "C", "H", "H", "O", "C", "C", "H", "H", "H", "N", "H", "C", "H", "H", "C", "H", "N", "C", "H", "H", "H", "H", "C", "H", "H", "H", "C", "H", "N", "C", "H", "H", "H", "N", "C", "C", "C", "C", "H", "N", "C", "H", "H", "H", "C", "C", "H", "N", "C", "H", "H", "H", "H", "C", "H", "H"], "positions_angstrom": [[4.782, 0.849, -8.676], [-1.793, -1.953, 3.662], [-4.574, -0.714, -0.069], [5.104, -2.042, 5.727], [2.115, 2.734, -2.679], [2.348, 4.300, -6.575], [-4.772, -2.251, 3.286], [10.098, 1.955, -9.029], [2.047, 6.378, -6.673], [-5.274, -1.199, -0.749], [-3.048, -1.395, 3.995], [-9.250, -2.181, 3.782], [0.177, 2.165, 2.360], [-4.801, -1.287, -1.725], [-1.661, 2.021, 1.357], [3.196, -0.311, -9.402], [1.095, -2.810, -0.429], [3.274, 1.341, -10.043], [3.028, 0.635, -4.728], [2.016, 0.233, -4.785], [-8.332, -0.887, 2.410], [2.856, -2.891, -0.405], [0.775, 0.745, -0.566], [0.207, -2.185, 1.434], [-0.328, 1.805, 7.558], [-9.058, -1.343, 6.289], [-8.209, -3.227, 8.662], [3.265, 0.960, -3.263], [-3.917, 0.589, 2.542], [3.864, 0.477, -9.744], [-1.268, -2.140, 4.602], [-1.562, 1.525, 6.317], [4.424, 0.118, -10.605], [2.069, -0.864, -0.363], [-5.984, -3.518, 0.197], [0.937, 4.892, -5.684], [-0.793, -0.100, 3.376], [2.004, -2.331, -0.793], [0.529, 3.514, 5.060], [5.504, 1.147, -7.835], [2.108, 7.375, -7.236], [2.565, 5.140, -5.048], [-5.666, -2.497, -0.221], [-1.570, -0.718, 1.925], [-5.414, -0.188, 1.943], [2.893, -0.154, -2.553], [2.509, -0.737, 1.138], [-0.737, 2.740, 2.221], [1.767, -0.164, 3.082], [4.111, -0.717, -1.001], [5.060, -0.761, 4.503], [10.854, 2.666, -9.519], [0.745, -2.262, 3.117], [9.138, 1.053, -8.408], [-1.616, 2.995, 7.306], [-0.479, 3.710, 1.801], [-8.292, -2.050, 3.285], [-1.918, -2.925, 3.164], [0.795, -0.256, -0.723], [-9.025, -2.240, 7.004], [9.116, 0.105, -8.942], [3.022, -1.655, 1.416], [3.221, 0.092, 1.217], [-7.526, -1.914, 4.045], [-4.035, -1.503, 2.973], [-6.148, -0.556, -0.846], [3.713, -0.189, -4.963], [9.416, 0.862, -7.373], [3.978, -2.488, 4.016], [-8.762, -4.289, 7.358], [3.085, -3.001, 3.511], [-4.686, -0.152, 2.753], [-9.943, -3.492, 8.411], [3.316, 0.852, -0.798], [-1.193, 2.900, 3.195], [-2.380, 1.380, 0.735], [-0.126, 2.974, 5.832], [0.361, -1.599, 2.342], [1.968, 5.111, -5.957], [-0.957, 2.285, 6.811], [4.302, 1.243, -3.059], [3.189, 1.762, -5.634], [-0.978, -1.010, 2.794], [2.516, 1.683, -6.385], [-8.060, -2.936, 2.695], [6.043, -2.209, 4.234], [-8.983, -3.379, 7.912], [5.112, -1.837, 4.658], [0.019, -0.682, -0.233], [-8.328, 0.016, 1.700], [3.173, -0.169, -1.163], [4.104, 1.737, -6.069], [2.005, -2.403, -1.881], [0.812, 0.401, 1.724], [8.139, 1.485, -8.421], [1.366, -0.463, 2.108], [-5.206, 0.139, 3.667], [-3.581, -1.867, 2.044]], "lowdin_charge": [-0.256, -0.234, 0.052, 0.084, 0.817, 0.060, 0.112, -0.289, -0.288, -0.067, -0.158, 0.060, 0.058, 0.084, -0.267, 0.086, 0.074, 0.087, -0.313, 0.120, -0.286, 0.085, 0.039, 0.099, 0.084, 0.145, 0.083, -0.712, 0.043, -0.057, 0.124, 0.082, 0.086, -0.537, 0.126, 0.079, 0.110, -0.026, 0.141, 0.143, 0.118, 0.052, -0.289, 0.085, 0.045, -0.189, -0.139, -0.070, 0.112, 0.142, 0.083, 0.122, 0.082, -0.080, 0.085, 0.089, -0.089, 0.129, 0.098, -0.265, 0.080, 0.078, 0.110, 0.061, -0.275, 0.086, 0.121, 0.082, -0.253, 0.083, 0.165, -0.072, 0.083, 0.083, 0.059, 0.156, -0.275, -0.193, -0.099, -0.060, 0.096, -0.013, -0.189, 0.064, 0.077, 0.084, -0.066, -0.060, 0.067, 0.128, -0.196, 0.024, 0.082, 0.067, 0.049, -0.208, 0.078, 0.104]}

=====

| no. | HOMO level (eV) | Kohn-Sham gap (eV) | LUMO level (eV) |
| --- | --- | --- | --- |
| 1 | -10.4 | 10.68 | 0.2961 |
| 2 | -9.0 | 9.12 | 0.1562 |